Below is a structure of composition C33H29FeN8O6Se in a non-equilibrium geometry, with properties calculated with ωB97M-V/def2-TZVPD.

Geometry as XYZ:
```
78
Properties=species:S:1:pos:R:3:forces:R:3
Fe 0.4705 -0.3968 -0.0882 -0.97 1.94 0.66
C -0.5625 2.3378 0.2389 -0.01 0.05 -0.04
N -0.7968 1.0223 0.8602 0.16 -0.38 -0.10
C -2.1951 0.5876 0.6449 0.08 -0.13 0.44
C -2.1971 -0.8791 0.3055 -0.72 0.62 -1.91
C -3.4967 -1.4735 0.0442 0.21 0.05 0.54
C -3.6355 -2.4265 -0.8976 0.03 -0.22 -0.12
C -2.5254 -2.8143 -1.7010 -0.10 0.06 0.11
C -1.3614 -2.1497 -1.5291 -0.07 0.07 0.18
N -1.2133 -1.1260 -0.6228 0.03 -0.76 -0.43
C -0.3999 1.0841 2.2766 -0.14 0.08 0.18
C 1.0950 1.1158 2.3274 -0.03 0.03 0.04
C 1.8024 1.6622 3.3840 -0.04 -0.03 0.01
C 3.1849 1.6116 3.3647 0.03 -0.01 0.03
C 3.8189 1.0069 2.2890 -0.01 0.01 0.00
C 3.0430 0.4840 1.2765 0.00 0.06 0.09
N 1.7026 0.5542 1.2757 0.71 -0.41 -0.25
C -0.2760 2.1426 -1.2104 0.16 0.15 -0.02
C -0.6148 3.0862 -2.1617 0.02 0.00 0.05
C -0.2578 2.8733 -3.4814 -0.03 0.01 -0.04
C 0.4175 1.7082 -3.8030 0.03 -0.02 0.00
C 0.7132 0.8084 -2.7995 -0.18 0.03 -0.01
N 0.3870 1.0121 -1.5117 0.06 0.03 -0.37
H 0.3001 2.8108 0.7125 0.02 -0.02 -0.02
H -1.4165 3.0023 0.3890 -0.02 -0.03 0.05
H -2.5787 1.0827 -0.2462 -0.02 0.09 0.04
H -2.8357 0.8500 1.4893 0.06 -0.05 0.05
H -4.3112 -1.1850 0.6959 -0.05 0.04 -0.10
H -4.6003 -2.8914 -1.0523 0.00 0.01 -0.01
H -2.6111 -3.5828 -2.4532 -0.02 0.02 -0.02
H -0.5016 -2.3528 -2.1476 0.04 -0.02 0.02
H -0.7813 0.2070 2.7936 0.00 -0.02 0.00
H -0.8299 1.9610 2.7700 -0.02 0.02 -0.04
H 1.2702 2.1074 4.2138 0.00 0.02 -0.01
H 3.7599 2.0260 4.1818 0.00 0.01 0.00
H 4.8955 0.9292 2.2411 0.00 -0.01 0.00
H 3.4942 -0.0440 0.4508 0.02 -0.08 0.02
H -1.1531 3.9758 -1.8641 -0.01 0.00 0.00
H -0.5157 3.5946 -4.2451 0.00 0.00 0.00
H 0.6990 1.4834 -4.8217 0.01 -0.01 0.01
H 1.2002 -0.1218 -3.0318 -0.06 -0.10 -0.01
O 0.4053 -1.7841 1.2326 0.32 -0.25 0.24
C -0.6075 -2.1666 1.8781 -0.46 0.07 0.10
O -1.7394 -1.5869 1.8227 0.45 -0.47 0.75
C -0.4798 -3.3593 2.7473 0.11 -0.08 -0.11
C -1.4601 -3.6552 3.6872 0.00 -0.03 -0.01
C -1.3257 -4.8113 4.4282 -0.03 -0.01 -0.01
C -0.2741 -5.6924 4.2624 0.02 0.04 0.02
C 0.6747 -5.3616 3.3138 0.00 -0.02 -0.01
C 0.6020 -4.2123 2.5563 -0.02 0.01 0.07
N 1.8145 -6.2812 3.0899 0.01 0.02 0.03
O 2.5682 -6.0044 2.1794 0.01 0.00 0.00
O 1.9098 -7.2292 3.8303 -0.01 -0.01 -0.02
N -2.3700 -5.1303 5.4315 0.01 0.01 0.03
O -2.1942 -6.1130 6.1106 -0.01 -0.01 -0.02
O -3.3165 -4.3756 5.4912 0.01 0.00 0.01
H -2.3126 -3.0119 3.8479 -0.01 -0.01 -0.04
H -0.1993 -6.5974 4.8478 0.00 0.00 0.00
H 1.3673 -4.0003 1.8250 0.00 0.00 0.00
C 3.4100 -3.0320 -3.8408 0.01 0.03 -0.01
N 3.6811 -1.6828 -3.3559 0.10 0.02 0.04
C 3.1942 -1.1038 -2.2517 -0.09 -0.11 -0.08
Se 1.9774 -1.9456 -1.0871 0.45 -0.29 0.06
N 3.7362 0.1237 -2.1543 0.05 -0.07 -0.02
C 4.6095 0.3499 -3.2182 -0.01 0.04 -0.01
C 5.4008 1.4364 -3.5648 -0.02 -0.02 0.01
C 6.1563 1.2993 -4.7136 0.01 0.01 -0.01
C 6.1227 0.1288 -5.4855 0.01 0.00 0.00
C 5.3334 -0.9501 -5.1363 0.00 0.02 0.03
C 4.5764 -0.8080 -3.9804 -0.02 -0.05 -0.04
H 2.6558 -3.4955 -3.2137 -0.01 0.00 -0.01
H 4.3261 -3.6183 -3.8014 -0.01 -0.01 0.00
H 3.0527 -2.9773 -4.8674 0.00 -0.01 0.00
H 3.5552 0.7583 -1.3979 -0.06 0.08 0.01
H 5.4341 2.3381 -2.9689 0.00 0.01 0.00
H 6.7934 2.1148 -5.0265 0.00 0.00 0.00
H 6.7342 0.0694 -6.3750 0.00 0.00 0.00
H 5.3105 -1.8513 -5.7328 0.01 -0.01 0.01
```
Positions in Å, forces in eV/Å.

Values from the calculation:
Max |F| (eV/A): 2.27
⟨S²⟩: 0.778
LUMO (alpha / beta) (eV): -6.18 / -6.44
Orbital gap (alpha / beta) (eV): 7.13 / 6.85
DFT total energy (eV): -158614.018
Spin multiplicity: 2
Charge: +2

These are the Löwdin partial charges, in e, on atoms 1 to 6: 0.45 -0.08 -0.17 -0.05 -0.34 0.00